1.
C17H30NO3S | ωB97M-V with the def2-TZVPD basis set

XYZ file:
```
52
Properties=species:S:1:pos:R:3:lowdin_charge:R:1
C -0.40 4.48 3.31 -0.038
C -0.60 3.13 2.54 -0.195
C -0.06 2.02 3.35 -0.179
C -0.77 1.31 4.23 -0.488
S -2.45 1.47 4.67 0.871
C 0.16 0.26 4.79 -0.411
O -0.05 -0.87 5.13 0.183
O 1.42 0.86 4.68 0.128
C 1.34 1.46 3.42 -0.377
O 2.26 1.47 2.67 0.178
H 0.16 4.29 4.21 0.079
H 0.18 5.16 2.70 0.075
H -1.36 4.89 3.57 0.075
H -1.66 3.00 2.38 0.084
H -0.15 3.21 1.56 0.108
H -2.28 1.79 5.97 -0.091
C -1.67 -2.29 -4.22 -0.088
C -0.18 -2.12 -3.94 -0.243
C 0.26 -2.59 -2.55 -0.168
C -0.33 -1.95 -1.30 -0.086
N 0.10 -0.57 -0.84 -0.201
C -0.15 0.53 -1.84 -0.083
C -1.65 0.74 -1.80 -0.126
C -1.98 0.63 -0.31 -0.118
C -0.84 -0.19 0.30 -0.079
C 1.49 -0.49 -0.26 -0.116
C 2.65 -0.89 -1.18 -0.207
C 3.23 -2.26 -0.84 -0.091
H -2.30 -1.77 -3.50 0.050
H -1.91 -1.91 -5.21 0.083
H -1.94 -3.35 -4.20 0.085
H 0.13 -1.09 -4.13 0.088
H 0.38 -2.71 -4.67 0.117
H 1.35 -2.61 -2.51 0.084
H -0.02 -3.65 -2.48 0.134
H -0.09 -2.59 -0.44 0.139
H -1.41 -1.93 -1.37 0.131
H 0.37 1.41 -1.47 0.147
H 0.25 0.26 -2.81 0.114
H -2.17 -0.02 -2.37 0.095
H -1.94 1.70 -2.22 0.131
H -2.95 0.17 -0.14 0.124
H -2.01 1.62 0.15 0.107
H -1.17 -1.10 0.80 0.140
H -0.27 0.41 1.00 0.107
H 1.49 -1.08 0.65 0.143
H 1.61 0.56 0.03 0.120
H 3.45 -0.16 -1.04 0.121
H 2.37 -0.81 -2.23 0.104
H 3.79 -2.21 0.09 0.087
H 3.90 -2.60 -1.62 0.086
H 2.45 -3.02 -0.71 0.068
```

- electronic energy (eV) = -36576.78468
- net charge = +1
- HOMO energy (eV) = -12.32
- molar mass (g mol⁻¹) = 328.50



2.
C10H11NO3 | ωB97M-V with the def2-TZVPD basis set

XYZ file:
```
25
Properties=species:S:1:pos:R:3:lowdin_charge:R:1
C -1.52 -0.70 2.73 -0.284
C -2.86 0.76 1.05 0.040
C 2.80 0.57 -0.09 0.084
C -2.06 -0.08 1.67 -0.072
C 2.02 1.39 -0.77 -0.244
C 0.64 0.93 -1.19 -0.399
C -0.91 -3.10 0.55 -0.078
C -1.12 -1.76 -0.07 -0.155
C 2.40 2.86 -0.88 -0.050
C -0.58 -1.07 -1.33 -0.104
N -1.16 -1.31 3.66 0.152
O -0.33 1.57 -1.63 0.078
O -2.10 -2.66 -0.01 0.028
O 0.60 -0.40 -1.03 -0.047
H -3.17 0.68 -0.02 0.092
H -3.41 1.27 1.76 0.040
H 3.80 0.88 0.45 0.122
H 2.43 -0.40 0.17 0.063
H -0.39 -3.89 0.04 0.108
H -0.86 -3.22 1.61 0.088
H 1.59 3.44 -0.55 0.055
H 3.24 3.11 -0.33 0.047
H 2.42 3.20 -2.02 0.131
H -1.30 -0.24 -1.74 0.161
H -0.20 -1.82 -2.02 0.144
```

- electronic energy (eV) = -18173.26273
- HOMO energy (spin up / spin down) (eV) = -8.35 / -8.55
- molar mass (g mol⁻¹) = 193.20



3.
C3H3FOS | ωB97M-V with the def2-TZVPD basis set

XYZ file:
```
9
Properties=species:S:1:pos:R:3:lowdin_charge:R:1
C 0.95 -0.38 -0.90 0.100
C -0.04 0.46 -0.60 -0.374
F -0.28 1.52 -1.32 0.102
C -1.05 0.37 0.52 -0.735
O -2.05 1.03 0.43 0.043
S -0.80 -0.62 1.98 0.848
H 1.58 -0.21 -1.78 0.083
H 1.17 -1.20 -0.19 0.060
H 0.51 -0.97 1.86 -0.127
```

- electronic energy (eV) = -18758.73064
- HOMO energy (eV) = -10.31
- molar mass (g mol⁻¹) = 106.12
- SMILES = C=C(F)C(=O)S



4.
C40H35Cl2N4O4PPtS3 | ωB97M-V with the def2-TZVPD basis set

XYZ file:
```
90
Properties=species:S:1:pos:R:3:lowdin_charge:R:1
Pt -0.44 -0.24 -0.14 0.936
O 1.02 1.86 2.30 0.035
C -0.13 1.55 2.04 -0.645
O -0.69 1.63 0.87 -0.202
C -1.04 1.08 3.15 -0.136
C -1.10 1.84 4.32 -0.005
C -1.95 1.48 5.35 -0.045
C -2.74 0.34 5.25 -0.056
C -2.67 -0.43 4.10 -0.085
C -1.82 -0.08 3.05 -0.279
P -1.74 -1.20 1.62 1.021
C -3.45 -1.66 1.23 -0.341
C -4.14 -0.91 0.29 -0.097
C -5.47 -1.20 -0.01 -0.062
C -6.10 -2.25 0.63 -0.059
C -5.42 -3.02 1.56 -0.058
C -4.09 -2.73 1.86 -0.085
C -1.07 -2.78 2.23 -0.375
C -0.67 -3.00 3.55 -0.099
C -0.17 -4.24 3.93 -0.063
C -0.05 -5.26 3.00 -0.064
C -0.45 -5.05 1.69 -0.065
C -0.96 -3.82 1.30 -0.117
H -0.48 2.72 4.39 0.128
H -1.99 2.09 6.25 0.116
H -3.41 0.06 6.05 0.114
H -3.30 -1.32 4.02 0.106
H -3.65 -0.08 -0.20 0.030
H -6.00 -0.60 -0.74 0.106
H -7.13 -2.49 0.39 0.113
H -5.91 -3.84 2.06 0.113
H -3.57 -3.34 2.58 0.109
H -0.77 -2.21 4.29 0.108
H 0.12 -4.41 4.96 0.113
H 0.33 -6.23 3.31 0.113
H -0.39 -5.86 0.96 0.112
H -1.28 -3.66 0.28 0.073
Cl 0.39 -2.57 -7.19 0.830
C 0.18 -2.42 -5.51 -0.622
C -0.45 -3.44 -4.80 -0.094
C -0.61 -3.31 -3.45 -0.541
Cl -1.41 -4.52 -2.56 0.831
C -0.12 -2.14 -2.72 -0.363
O -0.26 -2.10 -1.48 -0.116
C 0.50 -1.09 -3.52 -0.127
C 1.04 0.16 -2.95 -0.216
O 1.12 0.43 -1.76 -0.094
C 0.64 -1.25 -4.86 -0.017
H -0.81 -4.32 -5.32 0.126
H 1.40 0.89 -3.68 0.150
H 1.11 -0.46 -5.45 0.132
C 4.39 -0.36 1.07 -0.035
C 2.97 0.02 0.57 -0.125
N 1.99 -0.99 1.00 -0.156
C 2.00 -1.05 2.47 -0.112
C 3.38 -1.50 3.00 -0.036
N 4.28 -1.66 1.81 -0.086
C 3.74 -2.74 0.92 -0.042
C 2.34 -2.30 0.44 -0.125
H 4.80 0.37 1.76 0.142
H 5.10 -0.52 0.26 0.137
H 2.96 0.09 -0.51 0.106
H 2.66 0.98 0.98 0.118
H 1.24 -1.75 2.80 0.093
H 1.75 -0.06 2.85 0.108
H 3.34 -2.46 3.51 0.137
H 3.83 -0.77 3.66 0.142
H 5.21 -1.93 2.14 0.192
H 3.71 -3.66 1.51 0.137
H 4.45 -2.88 0.11 0.138
H 1.58 -3.02 0.73 0.112
H 2.33 -2.22 -0.65 0.119
S -5.72 4.82 -3.11 0.821
C -4.83 3.55 -2.60 -1.050
S -3.44 2.92 -3.41 1.049
C -3.16 1.81 -2.10 -1.024
N -4.09 1.91 -1.14 0.062
N -4.98 2.83 -1.43 -0.116
C -6.04 3.02 -0.47 -0.215
C -7.36 3.10 -0.88 -0.037
C -8.34 3.27 0.08 -0.049
C -8.00 3.35 1.42 -0.049
C -6.67 3.24 1.82 -0.052
C -5.68 3.07 0.87 -0.003
S -1.83 0.79 -2.14 0.739
H -7.62 3.00 -1.93 0.104
H -9.38 3.33 -0.23 0.118
H -8.77 3.48 2.17 0.116
H -6.41 3.30 2.87 0.114
H -4.64 2.99 1.16 0.121
```

- expectation value of S² = 6.08
- 2S+1 = 5
- electronic energy (eV) = -126268.47322
- net charge = +2
- HOMO energy (spin up / spin down) (eV) = -11.85 / -13.01
- molar mass (g mol⁻¹) = 1028.90



5.
C16H32BF2NO6S | ωB97M-V with the def2-TZVPD basis set

XYZ file:
```
59
Properties=species:S:1:pos:R:3:lowdin_charge:R:1
O 6.96 3.34 0.96 0.073
C 6.41 2.48 0.30 -0.322
O 5.70 1.45 0.83 -0.070
C 6.54 0.39 1.37 -0.127
C 6.63 -0.77 0.37 -0.176
C 6.31 -2.13 0.98 -0.213
C 4.88 -2.31 1.54 -0.112
B 3.70 -1.45 0.86 -0.697
O 3.66 -1.28 -0.62 0.068
C 2.88 -0.22 -0.83 -0.367
F 3.43 0.69 -1.75 0.000
C 2.83 0.59 0.52 -0.316
S 1.11 1.01 1.04 0.689
O 1.10 2.17 1.86 -0.275
O 0.24 1.14 -0.11 -0.320
F 0.63 -0.18 1.93 -0.145
O 3.45 -0.11 1.49 -0.011
H 6.41 2.48 -0.80 0.146
H 6.12 0.06 2.31 0.126
H 7.52 0.83 1.53 0.114
H 7.67 -0.81 0.06 0.105
H 6.06 -0.55 -0.52 0.110
H 6.53 -2.94 0.29 0.100
H 7.01 -2.27 1.81 0.099
H 4.61 -3.36 1.38 0.080
H 4.83 -2.18 2.61 0.090
H 2.64 -2.08 1.13 0.110
H 1.90 -0.47 -1.24 0.143
H 3.29 1.56 0.34 0.137
C -2.94 1.51 1.87 -0.087
C -3.09 0.02 1.60 -0.211
C -3.01 -0.42 0.15 -0.123
N -4.06 0.08 -0.82 -0.260
C -5.43 -0.07 -0.21 -0.108
C -6.55 0.19 -1.20 -0.161
C -6.42 -0.70 -2.43 -0.182
C -5.05 -0.52 -3.07 -0.164
C -3.95 -0.78 -2.06 -0.104
C -3.77 1.50 -1.19 0.038
H -3.87 2.08 1.72 0.064
H -2.67 1.67 2.91 0.087
H -2.16 1.93 1.25 0.075
H -3.99 -0.36 2.08 0.108
H -2.26 -0.50 2.09 0.121
H -3.08 -1.51 0.12 0.135
H -2.04 -0.14 -0.29 0.124
H -5.48 -1.09 0.17 0.148
H -5.49 0.62 0.63 0.131
H -7.50 0.01 -0.70 0.126
H -6.56 1.25 -1.50 0.119
H -7.20 -0.46 -3.15 0.120
H -6.56 -1.74 -2.14 0.123
H -4.96 0.47 -3.50 0.114
H -4.93 -1.22 -3.90 0.128
H -2.96 -0.58 -2.48 0.147
H -3.99 -1.81 -1.72 0.139
H -2.73 1.56 -1.50 0.124
H -3.95 2.14 -0.33 0.094
H -4.42 1.81 -2.00 0.096
```

- electronic energy (eV) = -47831.53911
- HOMO energy (eV) = -6.77
- molar mass (g mol⁻¹) = 415.31



6.
C59H47FGeN7O8Pb | ωB97M-V with the def2-TZVPD basis set

XYZ file:
```
124
Properties=species:S:1:pos:R:3:lowdin_charge:R:1
Pb -0.80 0.71 0.33 1.600
O 5.49 -0.36 2.86 0.049
C 4.22 -0.26 2.38 -0.299
C 3.87 -0.77 1.14 0.056
C 2.55 -0.64 0.74 -0.171
N 1.63 0.00 1.46 0.093
C 1.98 0.47 2.68 -0.169
C 3.26 0.35 3.18 0.042
C 0.86 1.04 3.58 -0.646
O 1.17 1.21 4.78 -0.049
O -0.25 1.23 3.02 -0.138
C 2.09 -1.42 -0.47 -0.643
O 2.96 -1.85 -1.34 -0.113
O 0.78 -1.05 -0.95 -0.168
H 6.01 -0.84 2.21 0.099
H 4.56 -1.30 0.49 0.123
H 3.48 0.70 4.18 0.117
N -2.44 2.43 -10.07 0.129
C -2.21 2.21 -8.97 -0.191
C -1.93 1.93 -7.57 -0.242
C -1.04 0.91 -7.23 -0.023
C -0.78 0.64 -5.90 -0.005
C -1.40 1.37 -4.90 -0.205
C -2.29 2.39 -5.24 0.002
C -2.55 2.67 -6.57 -0.024
C -1.15 1.06 -3.45 -0.038
C -2.01 0.12 -2.90 -0.240
C -3.04 -0.57 -3.63 -0.028
C -3.62 -1.46 -2.75 -0.079
C -2.93 -1.28 -1.52 -0.152
N -1.99 -0.36 -1.60 -0.007
C -0.06 1.76 -2.89 -0.252
C 0.86 2.55 -3.64 -0.040
C 1.85 2.95 -2.75 -0.090
C 1.49 2.41 -1.50 -0.167
N 0.36 1.71 -1.57 -0.069
H -0.56 0.33 -8.02 0.116
H -0.10 -0.15 -5.62 0.130
H -2.77 2.96 -4.45 0.135
H -3.25 3.46 -6.84 0.115
H -3.31 -0.41 -4.66 0.104
H -4.43 -2.14 -2.95 0.083
H -3.11 -1.80 -0.58 0.101
H 0.80 2.77 -4.69 0.101
H 2.72 3.54 -2.97 0.081
H 2.02 2.51 -0.56 0.107
F -1.01 -2.04 5.90 0.053
C -1.95 -1.16 5.49 -0.187
C -2.07 -0.86 4.16 0.088
C -3.06 0.01 3.74 -0.036
C -3.17 0.28 2.28 -0.333
O -2.54 -0.42 1.50 -0.126
C -4.06 1.35 1.92 -0.025
C -4.89 1.84 2.86 0.041
N -4.88 1.50 4.20 -0.002
C -5.80 2.13 5.11 -0.274
C -5.27 3.03 6.18 -0.108
C -6.00 3.61 5.01 -0.091
C -3.93 0.59 4.66 -0.113
C -3.81 0.25 6.02 0.060
C -2.82 -0.61 6.43 -0.176
N -2.74 -0.93 7.84 -0.090
C -3.50 -2.13 8.17 -0.149
C -3.64 -2.24 9.67 -0.093
N -2.25 -2.28 10.26 0.057
C -1.49 -1.02 9.91 -0.087
C -1.39 -0.97 8.40 -0.147
C -4.07 2.01 0.54 -0.648
O -5.18 2.34 0.08 -0.009
O -2.90 2.20 0.12 -0.131
H -1.40 -1.29 3.42 0.146
H -5.62 2.58 2.57 0.140
H -6.67 1.53 5.35 0.147
H -4.19 3.18 6.21 0.115
H -5.75 3.02 7.15 0.097
H -5.42 4.14 4.27 0.112
H -7.01 3.98 5.15 0.103
H -4.48 0.67 6.76 0.112
H -3.04 -3.05 7.77 0.142
H -4.50 -2.05 7.73 0.141
H -4.17 -3.14 9.97 0.133
H -4.13 -1.36 10.08 0.136
H -1.76 -3.06 9.84 0.176
H -2.28 -2.43 11.27 0.175
H -0.51 -1.08 10.38 0.136
H -2.05 -0.18 10.31 0.137
H -0.80 -1.83 8.06 0.128
H -0.86 -0.07 8.11 0.158
C 0.83 -2.30 -0.20 -0.231
Ge 1.24 -3.94 -1.15 1.043
C 0.14 -5.37 -0.27 -0.248
C 0.04 -6.65 -0.84 -0.115
C -0.64 -7.69 -0.21 -0.104
C -1.24 -7.47 1.03 -0.119
C -1.15 -6.22 1.62 -0.108
C -0.46 -5.19 0.98 -0.106
C 0.76 -3.98 -3.04 -0.241
C 1.62 -3.47 -4.01 -0.101
C 1.26 -3.48 -5.35 -0.100
C 0.02 -3.97 -5.74 -0.111
C -0.86 -4.46 -4.78 -0.098
C -0.49 -4.47 -3.44 -0.106
C 3.02 -4.64 -0.77 -0.248
C 3.42 -4.73 0.57 -0.102
C 4.68 -5.19 0.91 -0.104
C 5.58 -5.57 -0.09 -0.117
C 5.19 -5.49 -1.42 -0.101
C 3.92 -5.03 -1.75 -0.094
H 0.23 -2.27 0.71 0.075
H 0.51 -6.84 -1.80 0.101
H -0.70 -8.66 -0.68 0.093
H -1.77 -8.27 1.52 0.089
H -1.61 -6.04 2.59 0.090
H -0.40 -4.22 1.47 0.082
H 2.57 -3.03 -3.70 0.097
H 1.94 -3.09 -6.10 0.095
H -0.27 -3.97 -6.78 0.092
H -1.83 -4.83 -5.07 0.095
H -1.18 -4.85 -2.69 0.094
H 2.74 -4.42 1.36 0.103
H 4.98 -5.26 1.95 0.092
H 6.57 -5.92 0.17 0.088
H 5.88 -5.78 -2.20 0.092
H 3.63 -4.97 -2.80 0.089
```

- electronic energy (eV) = -153236.05460
- net charge = -1
- HOMO energy (eV) = -4.13
- molar mass (g mol⁻¹) = 1280.87



7.
C12H17N | ωB97M-V with the def2-TZVPD basis set

XYZ file:
```
30
Properties=species:S:1:pos:R:3:lowdin_charge:R:1
C 1.87 0.27 -2.15 -0.053
C 1.30 0.82 -0.89 -0.222
C 1.99 1.45 0.08 -0.093
N 1.21 1.90 1.12 0.076
C -0.13 1.65 0.80 -0.203
C -1.34 2.05 1.34 -0.025
C -2.48 1.57 0.68 -0.113
C -2.45 0.82 -0.49 -0.095
C -1.23 0.36 -1.00 -0.031
C -0.10 0.93 -0.43 -0.139
H 1.81 1.00 -2.95 0.076
H 1.33 -0.64 -2.44 0.066
H 2.93 0.00 -2.13 0.079
H 3.05 1.33 0.26 0.123
H 1.56 2.38 1.92 0.143
H -1.32 2.51 2.32 0.105
H -3.39 1.57 1.27 0.099
H -3.43 0.60 -0.89 0.096
H -1.07 -0.19 -1.91 0.107
C 1.07 -3.31 -0.57 -0.140
C -0.31 -3.15 0.05 -0.303
C -0.17 -2.96 1.57 -0.122
H 1.80 -2.52 -0.34 0.065
H 1.00 -3.45 -1.66 0.066
H 1.50 -4.25 -0.21 0.068
H -0.78 -2.27 -0.39 0.073
H -0.83 -4.07 -0.20 0.099
H 0.33 -3.77 2.10 0.065
H 0.42 -2.07 1.80 0.067
H -1.15 -2.79 2.00 0.066
```

- electronic energy (eV) = -14209.50703
- HOMO energy (eV) = -7.81
- molar mass (g mol⁻¹) = 175.28
- SMILES = Cc1c[nH]c2ccccc12.CCC



8.
C14H18BN3O3 | ωB97M-V with the def2-TZVPD basis set

XYZ file:
```
39
Properties=species:S:1:pos:R:3:lowdin_charge:R:1
N -2.48 -1.67 3.41 0.049
B -3.40 -0.48 3.74 -0.488
O -3.05 0.94 3.50 0.024
C -4.86 -0.81 4.41 0.169
C -6.04 -1.04 3.28 -0.441
O -5.83 -1.37 2.00 -0.125
O -7.44 -0.82 3.77 -0.212
H -2.27 -2.17 4.33 0.074
H -3.12 -2.34 2.89 0.074
H -2.78 1.01 2.52 0.086
H -5.20 0.19 4.97 0.104
C 6.58 -0.15 -2.15 -0.004
N 5.12 -0.03 -1.98 -0.156
C 4.39 -1.15 -1.77 -0.048
C 3.01 -1.07 -1.56 0.000
C 2.37 0.17 -1.55 -0.210
C 3.16 1.30 -1.79 -0.008
C 4.53 1.18 -2.00 -0.047
C 0.93 0.31 -1.28 -0.210
C 0.47 1.09 -0.21 -0.001
C -0.89 1.26 0.02 -0.039
N -1.80 0.67 -0.79 -0.141
C -1.40 -0.11 -1.82 -0.039
C -0.04 -0.31 -2.08 -0.002
C -3.24 0.90 -0.57 0.014
H 6.77 -0.82 -2.99 0.096
H 6.99 -0.56 -1.22 0.098
H 7.01 0.83 -2.35 0.091
H 4.92 -2.10 -1.77 0.127
H 2.45 -1.99 -1.38 0.125
H 2.71 2.30 -1.82 0.122
H 5.16 2.05 -2.18 0.124
H 1.18 1.58 0.46 0.124
H -1.26 1.87 0.85 0.121
H -2.18 -0.56 -2.43 0.131
H 0.24 -0.93 -2.92 0.122
H -3.72 -0.08 -0.43 0.107
H -3.63 1.41 -1.45 0.101
H -3.39 1.51 0.32 0.088
```

- electronic energy (eV) = -26090.54413
- HOMO energy (eV) = -4.67
- molar mass (g mol⁻¹) = 287.13